No. 1
ORCA calculation (ωB97M-V/def2-TZVPD) on a 2-piece molecular cluster, C4H10O2 overall.

Properties
LUMO level: 0.71 eV
Energy above the lowest of the compared OMol25 structures with the same formula, charge and spin: 1.181 eV
HOMO energy: -9.882 eV
Largest force on an atom: 1.13 eV/Å

Geometry as ORCA input:
```
! RIJCOSX wB97M-V def2-TZVPD def2/J DEFGRID3
* xyz 0 1
C -1.17811 0.32922 -0.30224
C -0.30290 -0.42623 0.69207
C 0.32233 -1.72402 0.17978
C 1.82943 -1.62456 0.01645
O 2.56843 -2.29862 0.68394
H -0.83016 0.23757 -1.33512
H -1.39839 1.34736 -0.00170
H -2.14650 -0.17890 -0.39636
H -0.98643 -0.61158 1.52867
H 0.47597 0.16029 1.18621
H -0.16679 -2.09164 -0.72422
H 0.16124 -2.51193 0.90466
H 2.15224 -0.86857 -0.72355
O 0.16259 3.63251 -0.48100
H -0.50633 3.28262 0.11607
H -0.15664 3.34647 -1.34366
*
```

=====

No. 2
ORCA calculation (ωB97M-V/def2-TZVPD) on a 4-piece molecular cluster, CH10O3S2 overall.

Properties
⟨S²⟩: 0.754
LUMO level (spin up / spin down): 2.92 / 2.90 eV
Energy above the lowest of the compared OMol25 structures with the same formula, charge and spin: 0.367 eV
HOMO energy (spin up / spin down): -0.952 / -2.904 eV
Largest force on an atom: 2.30 eV/Å

Geometry as ORCA input:
```
! RIJCOSX wB97M-V def2-TZVPD def2/J DEFGRID3
* xyz -1 2
C -0.47693 -0.15137 -0.94262
S -1.74926 0.00242 0.38942
S -2.43263 -2.26607 0.39548
H -0.00078 -1.13595 -0.90929
H 0.22494 0.67235 -0.83100
H -0.99488 -0.12510 -1.90128
H -1.51680 -2.61518 -0.52057
H 1.11949 -1.22447 1.60866
H 1.39614 -0.12844 0.62410
O 1.69195 -0.45786 1.48098
H 2.61563 3.01961 0.96554
H 2.37273 1.50857 0.65620
O 2.16092 2.40780 0.38322
H 3.45431 2.57161 -2.90403
H 2.87495 2.18494 -1.52704
O 3.48474 1.89678 -2.22240
*
```

=====

No. 3
ORCA calculation (ωB97M-V/def2-TZVPD) on an isolated ion of composition C4H10NO and charge -2.

Properties
⟨S²⟩: 0.751
LUMO level (spin up / spin down): 7.13 / 7.19 eV
Energy above the lowest of the compared OMol25 structures with the same formula, charge and spin: 1.687 eV
HOMO energy (spin up / spin down): 4.468 / 0.701 eV
Largest force on an atom: 3.53 eV/Å

Geometry as ORCA input:
```
! RIJCOSX wB97M-V def2-TZVPD def2/J DEFGRID3
* xyz -2 2
C -0.65720 -0.29393 -1.78846
N -1.19493 -0.47386 -0.45447
C 0.84647 -1.11221 0.96662
C -0.17942 -0.06103 0.63565
C 0.39873 1.37360 0.57912
O -0.11144 2.31563 1.37405
H 0.28210 0.24936 -1.76326
H -1.19815 0.30282 -2.54561
H -0.48552 -1.30668 -2.17479
H -1.96576 -0.06522 0.04520
H 1.38187 -0.69188 1.82783
H 0.36390 -1.96462 1.46422
H 1.56217 -1.38989 0.19017
H -0.83755 0.10843 1.49055
H 1.58551 1.30621 0.66083
H 0.20920 1.70327 -0.50765
*
```

=====

No. 4
ORCA calculation (ωB97M-V/def2-TZVPD) on a 2-piece molecular cluster, C19H9F5O7S overall.

Properties
LUMO level: -1.84 eV
HOMO energy: -9.576 eV
Largest force on an atom: 10.15 eV/Å

Geometry as ORCA input:
```
! RIJCOSX wB97M-V def2-TZVPD def2/J DEFGRID3
* xyz 0 1
C 6.98396 -4.85016 1.28352
C 6.81325 -3.78952 0.50395
O 6.10912 -2.68298 -0.13175
C 5.84298 -1.66105 0.84550
O 6.16765 -1.90959 2.05839
O 5.29274 -0.35580 0.56918
S 3.60259 -0.34089 0.56436
O 3.09808 -0.17088 -0.86114
O 3.19278 0.93748 1.30081
C 2.79652 -1.74515 1.49582
F 1.38876 -1.40029 1.66129
F 3.30130 -1.91831 2.83980
C 2.82563 -3.18139 0.75133
F 1.53356 -3.83052 0.93810
F 3.03153 -3.12414 -0.66316
F 3.78498 -4.07828 1.37389
H 7.13015 -5.78351 1.95855
O -2.69491 -0.77465 0.34877
C -2.84958 0.34257 -0.11784
C -1.70852 1.07158 -0.71438
C -0.45050 0.46592 -0.76149
C 0.61924 1.12840 -1.35644
C 0.43648 2.39584 -1.90704
C -0.81162 3.00917 -1.84606
C -1.88540 2.35008 -1.24368
C -3.20331 3.01700 -1.16766
O -3.34480 4.15684 -1.58165
C -4.34864 2.28080 -0.58943
C -5.60671 2.88680 -0.54500
C -6.69737 2.18979 -0.03360
C -6.53611 0.88698 0.43405
C -5.28066 0.28572 0.40424
C -4.18242 0.98437 -0.10325
H -0.30299 -0.52408 -0.33899
H 1.59705 0.65278 -1.39580
H 1.26833 2.90727 -2.38240
H -0.94600 3.99934 -2.27254
H -5.74019 3.90042 -0.91245
H -7.67539 2.66115 -0.00356
H -7.38950 0.34006 0.82423
H -5.16205 -0.72916 0.77355
*
```

=====

No. 5
ORCA calculation (ωB97M-V/def2-TZVPD) on one molecule with the formula C4H4O3.

Properties
LUMO level: -1.20 eV
Energy above the lowest of the compared OMol25 structures with the same formula, charge and spin: 1.317 eV
HOMO energy: -9.742 eV
Largest force on an atom: 0.71 eV/Å

Geometry as ORCA input:
```
! RIJCOSX wB97M-V def2-TZVPD def2/J DEFGRID3
* xyz 0 1
C -1.76286 0.09873 -0.35219
C -0.34020 -0.33114 -0.56623
O 0.06235 -0.97571 -1.50512
C 0.62643 0.06554 0.56376
O 0.20026 0.42668 1.63666
C 2.14948 -0.00053 0.39008
O 2.72756 0.16980 -0.64969
H -2.01253 0.04543 0.70792
H -2.43663 -0.51901 -0.94786
H -1.87228 1.14952 -0.64565
H 2.65843 -0.12931 1.36833
*
```

=====

No. 6
ORCA calculation (ωB97M-V/def2-TZVPD) on C9H11Cl2GaLuNO4 as an isolated structure.

Properties
LUMO level (spin up / spin down): -17.25 / -17.25 eV
Energy above the lowest of the compared OMol25 structures with the same formula, charge and spin: 0.000 eV
HOMO energy (spin up / spin down): -21.450 / -21.449 eV
Largest force on an atom: 8.07 eV/Å

Geometry as ORCA input:
```
! RIJCOSX wB97M-V def2-TZVPD def2/J DEFGRID3
* xyz 4 1
Lu -1.70467 -0.92735 -6.12824
Ga 0.64427 1.02185 -2.04761
Cl -2.08999 -2.49516 -4.39975
Cl -0.69237 2.62566 -2.70335
C 1.75058 2.15276 -0.73441
C 0.34854 -1.79971 -6.50276
C -0.02536 0.71444 -6.27525
O 1.79059 3.09461 -0.03905
O 1.44480 -2.04323 -6.79157
O 0.92271 1.34475 -6.49858
O -0.53524 0.05733 -0.71542
C -0.34122 -0.34239 0.49430
C 1.01573 -0.51908 1.11337
C 1.27431 0.51280 2.21746
C 0.58103 0.18450 3.54797
C -0.93700 0.18586 3.48070
C -1.51071 -0.93530 2.59937
N -1.45118 -0.60451 1.17450
H 1.03767 -1.54105 1.53363
H 1.77679 -0.47203 0.31627
H 2.36157 0.56678 2.39702
H 0.98409 1.51748 1.87688
H 0.94268 -0.78223 3.92361
H 0.89414 0.93684 4.28010
H -1.33859 0.03113 4.49424
H -1.31850 1.15623 3.13499
H -0.96042 -1.86985 2.79517
H -2.56267 -1.11095 2.84497
H -2.30157 -0.66020 0.61142
*
```

=====

No. 7
ORCA calculation (ωB97M-V/def2-TZVPD) on one molecule with the formula C4H6O.

Properties
LUMO level: 1.09 eV
Energy above the lowest of the compared OMol25 structures with the same formula, charge and spin: 0.445 eV
HOMO energy: -9.824 eV
Largest force on an atom: 0.68 eV/Å

Geometry as ORCA input:
```
! RIJCOSX wB97M-V def2-TZVPD def2/J DEFGRID3
* xyz 0 1
O 2.52429 -0.70527 0.37354
C 1.52337 -0.37069 -0.21887
C 0.32790 0.18465 0.46092
C -0.81874 0.91150 -0.20204
C -0.94543 -0.54436 0.07890
H 1.38919 -0.59094 -1.30472
H 0.53534 0.43527 1.49654
H -1.36332 1.57998 0.46026
H -0.71997 1.25402 -1.22937
H -1.57389 -0.93358 0.87188
H -0.86245 -1.19636 -0.79068
*
```

=====

No. 8
ORCA calculation (ωB97M-V/def2-TZVPD) on C34H60Br2ClF3O14Si2 as an isolated structure.

Properties
LUMO level: 0.32 eV
HOMO energy: -9.117 eV
Largest force on an atom: 1.83 eV/Å

Geometry as ORCA input:
```
! RIJCOSX wB97M-V def2-TZVPD def2/J DEFGRID3
* xyz 0 1
C 13.90467 3.82290 1.18138
C 13.34407 2.39883 1.41140
C 13.33444 1.54213 0.12088
C 11.93615 1.17072 -0.40431
C 10.97044 0.66520 0.67677
C 9.87142 -0.24020 0.06013
C 8.53279 -0.15611 0.80814
C 7.31100 -0.37231 -0.13242
C 6.49428 -1.62331 0.23943
C 5.37797 -1.36455 1.28688
C 3.98412 -1.63833 0.68409
C 2.94500 -1.94627 1.80038
Si 1.77693 -0.54791 2.25384
C 2.46198 1.18534 2.00553
C 2.56022 1.62291 0.52302
C 4.00555 1.90133 0.06877
O 1.82245 2.85477 0.39337
O 0.42596 -0.75340 1.23964
Si -0.79967 0.35966 1.39022
Cl -1.11369 1.51793 -0.30081
C -2.42265 -0.61721 1.65532
O -3.37973 -0.19229 0.67328
C -4.53349 0.41716 1.24126
C -5.46118 0.75713 0.06833
O -6.80027 0.36395 0.36717
C -7.68604 1.45833 0.49366
C -8.68728 1.56718 -0.66352
O -9.93612 0.95300 -0.39235
C -10.90704 1.81973 0.16037
C -12.18707 1.88377 -0.66938
C 1.20165 -0.91103 4.03346
Br -0.45737 -1.87093 4.33482
C 1.85456 -0.59526 5.11423
C 1.37692 -0.88801 6.50776
Br 3.55402 0.27519 5.01697
H 13.09760 4.49498 0.88827
H 14.28956 4.19533 2.13202
H 14.70201 3.83912 0.44292
H 12.36264 2.51477 1.86752
H 14.00463 1.91945 2.13350
H 13.97515 0.67056 0.25597
H 13.81821 2.14255 -0.65406
H 12.07460 0.33626 -1.09865
H 11.53521 2.02230 -0.95273
H 11.49494 0.13977 1.47556
H 10.47203 1.53691 1.10944
H 10.26760 -1.25618 0.07876
H 9.77224 0.08531 -0.97666
H 8.43700 0.76613 1.37933
H 8.53037 -0.99076 1.51259
H 7.72338 -0.53475 -1.13170
H 6.68684 0.51882 -0.18210
H 7.19423 -2.35254 0.64876
H 6.06037 -2.06703 -0.65588
H 5.50941 -2.11524 2.06799
H 5.45636 -0.38848 1.77057
H 3.66613 -0.87729 -0.03053
H 4.10129 -2.55851 0.11020
H 3.47385 -2.33874 2.66892
H 2.30932 -2.75948 1.43650
H 3.47997 1.23810 2.38654
H 1.90250 1.94970 2.54499
H 2.06019 0.90478 -0.13481
H 4.23917 2.92766 0.33982
H 4.68862 1.22398 0.57597
H 4.05001 1.74532 -1.00773
H 1.51459 2.89605 -0.52221
H -0.57440 1.17169 2.60460
H -2.79801 -0.51964 2.67635
H -2.22095 -1.67492 1.45743
H -4.23164 1.34062 1.75146
H -5.02972 -0.30538 1.89553
H -5.13149 0.17911 -0.79922
H -5.36326 1.80291 -0.22259
H -7.18960 2.42650 0.60732
H -8.27777 1.29454 1.40147
H -8.83749 2.60984 -0.96264
H -8.27465 1.06433 -1.54173
H -10.54945 2.83860 0.33176
H -11.17796 1.41398 1.14152
H -12.32470 1.01105 -1.30664
H -13.07126 1.94180 -0.03309
H -12.23455 2.75975 -1.31836
H 1.99423 -0.40008 7.25976
H 0.35907 -0.53192 6.63167
H 1.41680 -1.96205 6.68639
C -6.04604 -2.34269 -2.28017
C -5.61347 -3.70007 -1.78851
O -4.60689 -4.05787 -2.72160
C -4.04983 -2.88828 -3.16433
O -3.01746 -2.81494 -3.74371
O -4.83136 -1.82807 -2.84408
F -6.61376 -4.60901 -1.85511
H -6.80682 -2.40026 -3.05563
H -6.40829 -1.70254 -1.47707
H -5.19399 -3.70377 -0.78026
C -10.38086 -6.42926 -3.06632
C -10.96600 -5.81973 -4.31467
O -10.70152 -4.44125 -4.13771
C -9.57098 -4.35375 -3.37347
O -8.91959 -3.37202 -3.24905
O -9.29422 -5.54552 -2.78385
F -12.30650 -6.00779 -4.38183
H -11.08668 -6.41680 -2.23435
H -10.02793 -7.44669 -3.21703
H -10.50660 -6.16173 -5.24385
C -3.09139 4.08543 -3.71131
C -3.25117 3.34244 -2.41012
O -4.63125 3.02557 -2.40176
C -5.01729 2.91687 -3.71012
O -6.02555 2.41491 -4.07305
O -4.08120 3.46169 -4.53421
F -2.97745 4.13702 -1.34608
H -3.31931 5.14769 -3.60864
H -2.09867 3.97599 -4.14137
H -2.66624 2.42491 -2.33861
*
```